Molecular formula: C48H47BrCl64F7NO5S4
Method: DFT, the ωB97M-V functional and the def2-TZVPD basis

```
177
Properties=species:S:1:pos:R:3:forces:R:3
C -0.101951 -7.743086 -2.620819 -0.2292 -0.5526 -0.1133
C -0.098122 -6.528530 -3.156389 -0.3060 0.2243 0.1010
C 0.185157 -5.250617 -2.430163 -0.1467 0.0227 -0.3177
C 1.302482 -4.502058 -2.835203 -0.3309 -0.7639 -0.4579
Br 2.373407 -5.261320 -4.265968 -0.2857 0.6991 0.7328
C 1.599272 -3.303216 -2.234542 0.8982 1.8535 0.4433
C 0.837790 -2.753952 -1.176037 -0.6162 -1.7426 -0.7549
C -0.273423 -3.510086 -0.766031 -0.1876 0.5522 0.8765
C -1.160449 -2.980871 0.374391 0.4083 0.3431 -1.3367
C -2.294404 -2.144337 -0.283761 -0.3690 -0.6232 0.4339
C -3.355054 -1.625940 0.754223 0.3289 -0.9926 -0.3040
S -5.041333 -2.203358 0.278327 -0.5393 0.3481 -0.0627
C -0.590872 -4.728498 -1.402932 0.1442 0.3559 0.3106
O -1.694594 -5.419148 -0.958172 -0.1352 0.6763 -0.5540
C -2.694484 -5.634045 -1.972263 -0.9769 -1.5918 -0.0383
C -4.075372 -5.044696 -1.641192 0.3691 0.4389 -0.6319
N 1.177417 -1.510019 -0.514083 1.4172 -0.1479 -1.0365
S 2.605863 -1.743967 0.515167 -0.0572 0.0818 0.9053
C 1.522106 -0.453397 -1.440859 -0.4348 1.4310 -0.8729
C 1.064600 0.860263 -1.231181 -0.8995 -0.1728 1.1198
C 0.208440 1.101342 0.018911 0.5246 -0.2833 -0.1809
C -1.315369 0.965077 -0.216008 -0.0581 1.0976 0.6826
C 1.403530 1.894275 -2.134097 0.9711 -0.9666 0.2049
S 0.764629 3.526730 -1.864477 -3.0293 0.2694 -1.6016
O -0.613751 3.395576 -1.473970 0.2120 -0.3342 1.1602
O 0.831997 4.396069 -3.007041 1.6263 0.0236 -0.0223
C 1.593528 4.412875 -0.457667 1.3116 -0.7630 0.2132
F 2.379638 3.526615 0.205073 -0.4377 0.0260 0.0723
F 2.436452 5.334587 -0.953797 -0.5349 0.1603 0.0823
C 0.628493 5.056999 0.580240 0.1604 1.1162 0.4771
F 1.433133 5.626584 1.522094 0.0833 -0.1950 -0.4057
F -0.137419 4.178135 1.227270 0.2893 -0.2517 -0.3451
C -0.298786 6.211540 0.025889 -1.1225 -0.2645 0.1036
F -0.025596 6.579873 -1.219895 0.3130 -0.1058 0.1775
F -1.562259 5.767136 0.062629 0.2463 0.1741 -0.1329
F -0.243306 7.286492 0.818614 0.2923 -0.1627 -0.1639
C 2.236705 1.608321 -3.237726 1.2336 1.3554 -0.7924
C 2.645691 2.677473 -4.259153 -0.7346 -0.7395 -0.5294
C 1.531834 2.685894 -5.342678 0.5304 1.1914 -0.6149
O 1.440635 1.395546 -5.986555 -0.9678 0.3662 0.1812
C 0.159675 0.911096 -5.968718 -0.1416 -1.1027 0.6305
O -0.124471 -0.030661 -5.286318 0.0861 0.0775 -0.1591
C 2.730144 0.325348 -3.444291 -0.6048 -0.1262 0.6904
Cl 3.773675 -0.111764 -4.764711 -0.1109 0.1998 0.4293
C 2.350920 -0.670343 -2.545029 0.0984 -1.8085 0.1023
S 3.000675 -2.322154 -2.776655 -0.5950 0.2278 -0.3187
H 0.081457 -8.594719 -3.286210 -0.8247 0.1728 0.2044
H -0.329661 -7.970980 -1.576741 0.9334 0.3052 -0.0588
H -0.326363 -6.445633 -4.226234 0.9684 0.0728 0.1938
H -0.497444 -2.354611 0.986569 -0.5255 -0.2217 0.2218
H -1.595758 -3.820502 0.915320 0.1315 0.1362 0.1891
H -1.860855 -1.367483 -0.919387 -0.1650 -0.0897 0.3292
H -2.814305 -2.839527 -0.957885 0.1592 0.3291 0.1302
H -3.441903 -0.537098 0.794839 0.0731 -0.2963 0.0786
H -3.076602 -2.029168 1.739471 -0.3059 0.3851 -0.1809
H -5.439278 -3.157808 1.152623 0.6883 0.3157 0.1143
H -2.366939 -5.321506 -2.976412 0.0862 0.1807 0.5014
H -2.826042 -6.730253 -2.045267 0.2362 0.3871 0.0547
H -4.859340 -5.635599 -2.141618 0.3265 0.0534 0.1836
H -4.129921 -4.038965 -2.085541 -0.2333 -0.1940 0.5424
H -4.294725 -5.011099 -0.567562 0.2054 0.0183 -0.3154
H 3.635916 -1.202162 -0.194634 -0.5895 -0.2780 -0.1283
H 0.486425 0.361544 0.785171 0.1750 0.2715 -0.4164
H 0.509295 2.074722 0.421637 -0.4980 -0.2918 0.0435
H -1.769863 1.965404 -0.129876 0.0999 -0.4399 -0.2389
H -1.743344 0.382202 0.606740 0.1660 -0.0764 -0.4610
H -1.577572 0.559524 -1.198792 0.1133 0.0570 0.3094
H 2.775914 3.668007 -3.815493 -0.1634 -0.2754 -0.2609
H 3.567498 2.403079 -4.789397 -0.2018 -0.0337 0.4833
H 1.806956 3.396499 -6.140948 -0.1189 -0.0411 0.4095
H 0.567109 3.006715 -4.923086 0.2830 -0.2547 -0.0982
H -0.641858 1.336597 -6.606458 0.7666 0.5501 -0.0605
C 5.485224 -7.785009 -5.300904 -0.0673 0.1412 0.2199
Cl 6.281927 -7.310084 -3.803587 -0.0654 -0.4514 -0.1387
Cl 4.095365 -8.822950 -4.964778 -0.0804 0.1558 -0.0657
Cl 4.983903 -6.358095 -6.225595 0.0924 -0.1791 -0.0577
H 6.192457 -8.346280 -5.897746 -0.0387 0.0129 0.0229
C -1.804311 -4.234677 6.584295 -0.0676 0.0563 -0.0701
Cl -1.786098 -2.936949 7.770630 -0.0595 -0.3112 0.3659
Cl -3.180352 -4.039665 5.492979 -0.0007 -0.1052 -0.0583
Cl -0.282932 -4.287698 5.687341 -0.0865 0.0277 -0.0357
H -1.923108 -5.173267 7.110573 0.0420 0.0257 -0.0273
C 10.288291 -8.552946 -3.042790 -0.1283 0.0009 0.0137
Cl 9.548728 -9.228715 -4.496937 0.0554 -0.0109 0.0246
Cl 10.312402 -6.787354 -3.113729 0.5486 -0.5256 0.0158
Cl 9.435249 -9.101633 -1.598984 0.0529 0.0273 -0.0335
H 11.310976 -8.904757 -2.988021 -0.0399 0.0152 -0.0096
C -2.146820 8.027038 3.508635 -0.1171 0.0378 0.0471
Cl -1.362584 8.487268 5.021415 0.0723 -0.1071 -0.0700
Cl -3.530641 6.980094 3.822025 0.0578 -0.0193 -0.0043
Cl -2.648933 9.452269 2.581056 0.1003 -0.4510 -0.2644
H -1.430616 7.475766 2.913905 -0.0358 0.0466 -0.0054
C 5.443892 4.763867 1.627750 -0.0258 -0.1517 -0.0222
Cl 4.616548 3.750632 2.812430 0.0253 0.0834 -0.0552
Cl 6.922132 5.448617 2.313068 -0.0174 0.0622 0.0128
Cl 5.814903 3.843944 0.166851 -0.0411 0.0652 0.0050
H 4.784314 5.580342 1.358486 0.0204 -0.0333 0.0063
C 7.782103 8.684426 0.219513 0.1209 0.0620 0.0043
Cl 6.750442 8.736497 -1.215529 -0.0702 -0.0367 0.0151
Cl 9.457112 8.357686 -0.226560 -0.0699 -0.0401 0.0141
Cl 7.661901 10.192459 1.127040 -0.0345 -0.0660 -0.0094
H 7.434445 7.876296 0.852267 0.0194 0.0306 -0.0392
C -2.931886 0.704846 5.593189 -0.0372 -0.0317 -0.0098
Cl -3.283647 1.227171 3.933894 0.1333 -0.1218 0.1088
Cl -4.424423 0.321918 6.454019 -0.0269 0.0649 -0.0292
Cl -1.839746 -0.679570 5.652564 -0.0165 0.5401 -0.4360
H -2.453551 1.536297 6.095913 -0.0156 -0.0456 -0.0078
C 4.134290 -9.972123 -9.029246 -0.1229 -0.0404 0.1683
Cl 5.625368 -9.376686 -8.289761 0.0359 -0.0561 -0.1937
Cl 4.015919 -11.724762 -8.858440 0.0202 0.0411 -0.0391
Cl 2.725263 -9.181756 -8.319207 0.0513 0.0021 -0.1111
H 4.161489 -9.733675 -10.085098 0.0310 -0.0025 0.0443
C 0.994703 -5.365758 9.800949 -0.1526 0.1631 -0.0034
Cl 0.246859 -6.351245 8.542088 -0.0317 -0.0078 0.0720
Cl 1.205663 -3.700526 9.254111 0.1768 -0.1390 0.0755
Cl 0.034999 -5.418202 11.281998 0.0564 -0.0193 -0.0144
H 1.972666 -5.777648 10.015255 -0.0482 -0.0096 -0.0095
C -8.120095 0.052450 2.565572 0.0723 -0.0251 -0.1931
Cl -6.613944 0.608552 3.304490 -0.0302 0.0096 -0.1150
Cl -8.340152 -1.674089 2.871433 0.0353 0.0608 0.0106
Cl -9.486451 0.984276 3.183308 -0.1219 0.0075 -0.2521
H -8.070032 0.214772 1.484652 0.1230 -0.1640 0.5018
C 3.395163 -9.022478 7.519934 -0.0245 0.0753 -0.1331
Cl 3.397915 -7.721966 8.718738 0.1851 -0.1313 0.0156
Cl 2.026865 -8.853691 6.418932 0.0269 -0.0360 0.0471
Cl 4.914520 -9.044018 6.624451 -0.0375 -0.0227 0.0609
H 3.295790 -9.964779 8.044060 0.0000 0.0521 0.0041
C 6.985580 7.357075 -4.959962 0.0268 -0.0629 -0.0910
Cl 8.185656 6.074687 -4.786873 -0.0284 0.0467 0.0462
Cl 7.303056 8.316292 -6.406902 -0.0143 0.0049 0.0624
Cl 5.353535 6.681157 -5.005827 0.0092 0.0385 0.0564
H 7.059420 8.008450 -4.097739 0.0055 -0.0338 -0.0272
C -1.671359 6.402182 -4.951574 0.0164 0.0401 0.0218
Cl -2.030136 5.032804 -6.010083 0.0220 -0.0231 0.0445
Cl -0.297453 7.322166 -5.569823 -0.0052 -0.0498 0.0474
Cl -3.087602 7.439797 -4.774011 0.0356 -0.0488 0.0273
H -1.407843 6.013803 -3.974204 0.0205 -0.0182 -0.0569
C -11.014484 -3.067425 -0.231958 0.1028 0.0919 -0.0917
Cl -12.043815 -3.027866 -1.666178 0.0003 -0.0345 0.0469
Cl -9.358005 -3.501183 -0.666664 -0.0263 -0.0052 0.0397
Cl -11.047228 -1.514495 0.603174 -0.1183 -0.0019 0.0040
H -11.399012 -3.823320 0.441352 0.0151 0.0313 -0.0248
C -7.099452 0.932020 -1.947061 0.0371 -0.0853 -0.1049
Cl -5.594069 1.243152 -1.088321 -0.0377 0.1137 0.1338
Cl -6.950517 -0.531089 -2.920293 -0.0877 0.0321 0.0169
Cl -8.486689 0.823296 -0.849854 0.0815 0.0308 -0.1725
H -7.283656 1.766849 -2.611846 0.0111 -0.0372 0.0150
C -10.079422 0.698905 7.495710 0.0397 -0.0881 -0.0913
Cl -8.692648 0.570256 6.415034 0.0599 0.0036 0.2264
Cl -11.500229 1.277572 6.619167 0.0200 0.0229 0.0329
Cl -10.416076 -0.852928 8.268869 0.0058 0.0524 0.0230
H -9.842335 1.418424 8.269397 -0.0292 -0.0272 -0.0251
C -2.533483 12.719952 5.929196 -0.1842 -0.0871 -0.0346
Cl -3.861586 13.879443 6.057069 0.0854 0.0498 0.0495
Cl -2.210946 11.969258 7.497517 0.0380 0.0536 -0.0061
Cl -2.892802 11.489592 4.717502 0.0399 0.4976 0.3203
H -1.644143 13.254613 5.618444 -0.0348 0.0043 0.0532
C 6.870168 -12.618868 -3.659899 0.0575 0.1069 -0.0462
Cl 8.307159 -12.908883 -4.646402 -0.0348 -0.0430 0.0092
Cl 7.325568 -12.193068 -2.008341 -0.0384 -0.0536 -0.0304
Cl 5.865367 -11.356303 -4.375170 0.0952 -0.1668 0.0879
H 6.292330 -13.534102 -3.626420 0.0326 0.0299 -0.0038
C -6.299296 6.276456 0.638770 0.0595 0.0837 -0.0480
Cl -7.299792 6.361955 -0.814527 -0.0053 -0.0442 0.0412
Cl -4.613868 5.968200 0.215129 -0.0525 -0.0428 0.0201
Cl -6.439915 7.761399 1.581157 -0.0311 -0.0401 0.0004
H -6.653843 5.453274 1.246990 0.0122 0.0232 -0.0324
C -2.206823 15.939148 9.069849 0.0056 0.0940 -0.0116
Cl -0.735381 15.646092 8.136937 -0.0470 -0.0506 -0.0109
Cl -1.807821 16.439785 10.714821 -0.0215 -0.0549 -0.0258
Cl -3.213719 17.154363 8.278257 0.0085 -0.0769 0.0144
H -2.766914 15.012839 9.121614 0.0317 0.0248 -0.0381
C 7.105617 -3.531708 -3.404283 -0.0704 -0.0863 -0.0214
Cl 8.301535 -4.829540 -3.265538 -0.4338 0.6955 0.0276
Cl 7.426329 -2.541029 -4.832308 -0.0016 0.0227 0.0472
Cl 5.470199 -4.192993 -3.464090 0.3919 0.1889 0.0112
H 7.185716 -2.899851 -2.527979 0.0124 -0.0108 -0.0479
```
Positions in Å, forces in eV/Å.

Summary:
**Highest occupied orbital energy**: -8.40 eV
**Charge**: 0